Formula: C17H34CuO2P2
Source: OMol25
Level of theory: ωB97M-V/def2-TZVPD

Properties
ΔE to the lowest compared entry with this formula, charge and spin = 0.0 kJ/mol
energy = -3141.6120 Eh
<S²> = 0.756
multiplicity = 2
HOMO level (alpha / beta) = -6.831 / -7.516 eV
frontier orbital gap (alpha / beta) = 7.37 / 7.46 eV
molecular weight = 395.95 g mol⁻¹
E_LUMO (alpha / beta) = 0.54 / -0.06 eV
net charge = 0

Geometry (Å):
P (-0.910, -0.767, -2.853)
P (0.006, -2.730, -0.183)
C (-0.439, -2.547, -3.014)
C (-0.742, -3.382, -1.768)
H (0.641, -2.550, -3.231)
H (-0.985, -2.925, -3.889)
H (-1.825, -3.417, -1.579)
H (-0.376, -4.413, -1.883)
C (1.771, -3.175, -0.474)
H (2.342, -2.935, 0.432)
H (2.194, -2.576, -1.289)
H (1.875, -4.245, -0.707)
C (-0.535, -4.028, 1.003)
H (-0.153, -5.020, 0.713)
H (-1.633, -4.039, 1.044)
H (-0.155, -3.753, 1.998)
C (-0.446, 0.029, -4.427)
H (-0.669, 1.102, -4.341)
H (-0.997, -0.413, -5.271)
H (0.636, -0.079, -4.573)
C (-2.740, -0.871, -2.910)
H (-3.108, -1.424, -2.037)
H (-3.089, -1.351, -3.838)
H (-3.141, 0.149, -2.830)
Cu (0.035, 2.111, 2.488)
C (-0.145, 0.107, 1.896)
C (1.097, 0.296, 1.309)
C (1.506, 0.179, -0.115)
C (1.429, 1.371, -1.114)
C (0.098, 1.978, -1.467)
C (-1.091, 1.690, -0.902)
C (-1.432, 0.349, -0.321)
C (-1.486, 0.042, 1.190)
C (-0.045, 3.922, 1.735)
H (-0.155, -0.337, 2.899)
H (1.927, 0.340, 2.023)
H (0.966, -0.655, -0.587)
H (2.557, -0.179, -0.107)
H (2.126, 2.150, -0.762)
H (1.853, 1.017, -2.073)
H (0.146, 2.794, -2.192)
H (-1.881, 2.448, -0.833)
H (-0.682, -0.380, -0.696)
H (-2.417, 0.050, -0.723)
H (-2.222, 0.700, 1.667)
H (-1.878, -0.992, 1.308)
H (-0.857, 4.414, 2.289)
H (-0.249, 3.880, 0.653)
H (0.905, 4.433, 1.946)
C (2.364, 3.734, 5.474)
O (1.841, 3.292, 4.213)
C (0.667, 2.668, 4.238)
O (0.020, 2.421, 5.234)
H (1.688, 4.494, 5.879)
H (3.340, 4.148, 5.217)
H (2.453, 2.874, 6.139)